*1*
Formula: C9H14
Source: the OMol25 dataset
Level of theory: ωB97M-V/def2-TZVPD

```
23
Properties=species:S:1:pos:R:3:mulliken_charge:R:1
C 1.727 0.401 -0.495 -0.172
H -0.854 -1.014 2.205 0.428
H 3.337 0.418 1.053 0.136
C -0.559 -0.444 1.330 -0.757
H 3.095 1.956 0.044 0.394
H 0.260 0.327 1.433 0.199
H -0.281 0.364 -1.556 0.048
C -1.791 0.251 0.968 -0.599
H -0.533 1.613 -0.835 0.192
C 2.623 1.021 0.194 -1.019
H -2.409 0.591 1.745 0.481
H 1.896 -1.133 0.955 0.435
H -2.408 1.911 -0.177 0.302
H 1.901 -1.467 -0.731 0.418
C 0.072 -1.240 0.056 0.154
C -1.521 1.314 -0.129 -0.599
H -0.857 -1.529 -2.089 0.243
H -3.054 -0.257 -0.964 0.459
H 1.043 0.663 -1.361 0.591
H -0.152 -2.392 -0.034 0.400
C 1.483 -0.888 0.024 -1.109
C -0.882 -0.551 -1.134 -0.653
C -2.135 0.086 -0.501 0.029
```

Results
Net charge: 0
Orbital gap (eV): 10.31
Lowest unoccupied orbital energy (eV): 1.10
HOMO (Eh): -0.338

=====

*2*
Formula: C9H14
Source: the OMol25 dataset
Level of theory: ωB97M-V/def2-TZVPD

```
23
Properties=species:S:1:pos:R:3:mulliken_charge:R:1
C 2.948 0.850 -0.894 -0.798
H 4.209 -0.751 -0.148 0.376
C -1.603 -0.005 -0.555 1.008
H 2.239 1.454 -0.213 0.196
C -1.594 -0.462 2.305 -0.541
C -0.925 -1.094 0.012 -0.492
H -0.459 -2.199 1.749 0.223
C -2.303 0.881 0.341 -0.747
C 3.327 -0.360 0.123 -0.747
H -0.236 -1.658 -0.543 0.409
H 3.482 0.225 1.081 0.226
H -2.612 -0.452 -2.372 0.288
C -1.689 0.147 -2.030 -1.325
H -1.355 -0.521 3.383 0.354
H -2.870 1.618 -0.100 0.430
H 2.423 -0.958 0.204 0.152
H -0.914 -0.391 -2.533 0.340
H -2.961 1.296 2.303 0.209
H 2.504 0.534 -1.894 0.231
C -2.250 0.613 1.696 -0.149
H -2.072 1.192 -2.332 0.317
H 3.832 1.371 -0.995 0.370
C -1.120 -1.330 1.412 -0.329
```

Results
Net charge: 0
Orbital gap (eV): 9.78
Lowest unoccupied orbital energy (eV): 0.94
SMILES: Cc1ccccc1.CC
HOMO (Eh): -0.325

=====

So which one is most stable? That would be *2*, about 5.374 eV below the next structure.

=====

*1*
Formula: C9H14
Source: the OMol25 dataset
Level of theory: ωB97M-V/def2-TZVPD

```
23
Properties=species:S:1:pos:R:3:mulliken_charge:R:1
H 1.714 1.708 -0.711 0.314
C -1.574 0.865 1.084 -0.534
C -0.277 1.662 -2.393 -1.395
H 1.134 -2.659 -1.007 0.291
C -0.346 1.397 -0.911 0.746
C -1.540 1.128 -0.278 -0.383
H 1.657 -1.529 1.082 0.167
C 0.913 -2.337 1.116 -0.755
C 0.831 1.418 -0.139 -0.242
H 0.207 -2.010 1.878 0.245
H -0.517 -3.112 -0.353 0.300
H -2.458 1.134 -0.850 0.321
H 0.396 2.496 -2.604 0.347
C 0.803 1.128 1.201 -0.648
C 0.336 -2.449 -0.295 -0.504
H -1.277 1.853 -2.785 0.383
H -0.399 0.616 2.877 0.450
H -2.519 0.770 1.593 0.384
H 1.703 1.017 1.795 0.452
H 0.037 -1.446 -0.601 -0.050
H 0.142 0.800 -2.918 0.274
C -0.411 0.799 1.816 -0.505
H 1.445 -3.248 1.402 0.342
```

Results
Net charge: 0
Orbital gap (eV): 10.07
Lowest unoccupied orbital energy (eV): 1.02
SMILES: Cc1ccccc1.CC
HOMO (Eh): -0.332

=====

*2*
Formula: C9H14
Source: the OMol25 dataset
Level of theory: ωB97M-V/def2-TZVPD

```
23
Properties=species:S:1:pos:R:3:mulliken_charge:R:1
C 2.864 1.961 -0.883 -1.307
C 1.576 0.171 0.313 -0.483
H -0.857 -2.000 0.156 -0.278
C 1.684 1.509 0.053 0.938
H 0.602 -1.313 1.356 0.648
C -2.681 -2.089 -1.218 -0.889
H -0.943 -3.360 -0.798 0.239
H 3.844 1.661 -0.557 0.328
H -1.207 0.269 2.353 0.235
H -2.190 -3.163 0.542 0.286
C 0.786 2.451 0.572 -0.612
H 2.044 -0.634 -0.151 0.385
C -1.608 -2.607 -0.189 -0.177
C -0.264 1.972 1.330 -0.171
H 0.620 3.473 0.137 0.228
H -1.065 2.723 1.590 0.291
H -2.440 -2.171 -2.305 0.256
H 2.818 1.384 -1.862 0.283
H 2.898 3.022 -1.192 0.324
H -2.993 -1.110 -1.055 0.338
H -3.729 -2.551 -1.040 0.252
C -0.330 0.661 1.693 -0.575
C 0.571 -0.260 1.156 -0.541
```

Results
Net charge: 0
Orbital gap (eV): 10.11
Lowest unoccupied orbital energy (eV): 0.99
SMILES: Cc1ccccc1.CC
HOMO (Eh): -0.335

=====

So which one is most stable? That would be *1*, about 1.443 eV below the next structure.

=====

*1*
Formula: C9H14
Source: the OMol25 dataset
Level of theory: ωB97M-V/def2-TZVPD

```
23
Properties=species:S:1:pos:R:3:mulliken_charge:R:1
H 3.699 -0.558 -1.160 0.340
H -0.655 1.922 -0.790 0.348
H -1.622 2.436 3.322 0.286
H 2.726 -2.322 -2.626 0.328
C -2.502 1.957 3.664 -0.825
C 0.734 -1.772 -2.264 -0.456
C -0.114 -0.891 -1.603 -0.384
H -1.180 -0.986 -1.777 0.332
H -1.494 0.567 0.076 0.264
H 2.106 0.967 0.098 0.331
H -3.355 2.627 3.701 0.271
C -2.788 0.671 2.889 -0.812
H 0.332 -2.530 -2.920 0.361
H -3.283 0.835 1.933 0.255
C -0.555 1.075 -0.125 -1.303
H -3.405 -0.044 3.424 0.370
C 1.779 0.255 -0.653 -0.527
H -0.216 1.407 0.859 0.325
H -1.844 0.210 2.597 0.194
H -2.243 1.651 4.681 0.267
C 2.100 -1.690 -2.005 -0.328
C 0.401 0.067 -0.734 0.806
C 2.629 -0.717 -1.180 -0.444
```

Results
Net charge: 0
Orbital gap (eV): 10.10
Lowest unoccupied orbital energy (eV): 1.04
SMILES: Cc1ccccc1.CC
HOMO (Eh): -0.333

=====

*2*
Formula: C9H14
Source: the OMol25 dataset
Level of theory: ωB97M-V/def2-TZVPD

```
23
Properties=species:S:1:pos:R:3:mulliken_charge:R:1
H 3.499 -0.525 2.453 0.199
H -1.478 2.371 0.429 0.314
C -1.955 -0.531 -1.307 0.671
C 2.703 1.208 1.470 -0.810
H -2.528 1.649 -1.483 0.437
C -0.134 -0.952 0.250 -0.543
H 3.473 1.998 1.708 0.336
H -2.697 -0.994 -3.275 0.316
C -0.349 0.380 0.711 -0.329
H -3.579 -1.886 -2.042 0.443
H -1.045 -2.465 -0.934 0.471
H 4.258 -0.426 0.745 0.384
C -3.124 -1.016 -2.319 -1.371
H 0.260 0.660 1.517 0.589
H 2.093 1.305 2.408 0.257
H 0.526 -1.578 0.817 0.438
H -3.984 -0.330 -2.355 0.349
C -1.956 0.910 -1.021 -0.567
C -1.085 -1.467 -0.651 -0.599
C 3.405 -0.190 1.323 -0.721
H 2.830 -0.921 0.859 0.170
H 2.210 1.497 0.500 0.245
C -1.341 1.306 0.198 -0.679
```

Results
Net charge: 0
Orbital gap (eV): 9.67
Lowest unoccupied orbital energy (eV): 1.05
SMILES: Cc1ccccc1.CC
HOMO (Eh): -0.317

=====

*3*
Formula: C9H14
Source: the OMol25 dataset
Level of theory: ωB97M-V/def2-TZVPD

```
23
Properties=species:S:1:pos:R:3:mulliken_charge:R:1
C 1.507 -0.461 0.797 1.078
C 1.654 2.349 0.658 -0.610
H -1.311 -0.923 -2.263 0.198
C 1.700 1.489 -0.481 -0.237
H 1.065 -0.152 2.869 0.323
H 1.754 2.006 -1.441 0.334
C 1.257 0.323 1.899 -0.615
H 1.024 2.273 2.689 0.331
C 1.715 0.116 -0.454 -0.600
H -2.283 0.165 -0.159 0.182
H -2.931 -1.173 -2.954 0.313
H -3.967 -0.211 -0.723 0.292
H 0.202 -2.043 0.860 0.247
C 1.434 1.702 1.867 -0.320
C -2.975 0.132 -0.998 -0.731
C 1.278 -1.931 1.038 -1.429
H 1.616 -2.264 2.013 0.368
H -2.475 -1.746 -1.277 0.210
H -2.960 1.137 -1.416 0.270
C -2.430 -0.947 -2.021 -0.733
H 1.430 3.361 0.401 0.349
H 1.771 -2.627 0.378 0.413
H 1.927 -0.574 -1.285 0.366
```

Results
Net charge: 0
Orbital gap (eV): 9.95
Lowest unoccupied orbital energy (eV): 0.94
SMILES: Cc1ccccc1.CC
HOMO (Eh): -0.331

=====

*4*
Formula: C9H14
Source: the OMol25 dataset
Level of theory: ωB97M-V/def2-TZVPD

```
23
Properties=species:S:1:pos:R:3:mulliken_charge:R:1
H 2.228 2.793 -0.615 0.377
H 2.913 0.865 0.503 0.289
C -2.524 0.428 1.036 -0.668
C -2.376 -0.846 1.864 -0.839
H 2.913 -1.470 0.867 0.356
C 0.069 0.575 -2.020 -0.411
H 1.247 -1.965 1.028 0.227
H -3.279 0.312 0.262 0.252
H -0.781 0.489 -2.692 0.368
C 2.020 -1.712 0.294 -1.306
H -2.336 -1.761 1.282 0.269
C 0.563 -0.580 -1.444 -0.333
H -1.419 -0.827 2.384 0.230
C 1.661 1.906 -0.844 -0.450
H 2.168 -2.597 -0.319 0.345
H 0.119 -1.520 -1.769 0.329
C 2.102 0.751 -0.204 -0.465
H -3.123 -0.914 2.656 0.319
C 1.563 -0.496 -0.470 0.809
H 0.287 2.696 -2.299 0.373
H -1.662 0.855 0.515 0.136
C 0.586 1.831 -1.711 -0.515
H -2.941 1.186 1.697 0.308
```

Results
Net charge: 0
Orbital gap (eV): 10.09
Lowest unoccupied orbital energy (eV): 1.02
SMILES: Cc1ccccc1.CC
HOMO (Eh): -0.333

=====

So which one is most stable? That would be *4*, about 0.183 eV below the next structure.